(1)
Computed, not measured: one molecule with the formula C5H8O2 at a distorted geometry, with ωB97M-V/def2-TZVPD.

```
15
Properties=species:S:1:pos:R:3:forces:R:3
C 1.55368 -0.36106 -0.85700 -1.691 0.288 -2.867
C 0.90276 0.63091 0.06493 0.896 1.750 2.980
C -0.49673 0.29744 0.33294 -1.366 -1.619 -2.925
C -1.04347 -0.69374 1.28539 1.229 -2.004 1.042
O -1.43541 1.36798 0.14408 -2.219 3.243 -0.567
C -1.43071 0.60674 -0.92450 3.677 -1.874 4.726
O -1.81314 0.37501 -1.99421 -1.460 0.479 -2.037
H 1.01871 -0.28343 -1.91882 0.787 -0.522 2.200
H 1.45035 -1.41562 -0.47356 0.578 1.182 -0.479
H 2.52373 0.02472 -1.11238 0.898 -0.664 0.310
H 0.82000 1.74471 -0.20434 0.891 -1.654 -0.281
H 1.46356 0.61127 1.07896 -0.582 0.181 -1.387
H -0.49714 -1.72954 1.17019 -1.491 1.769 -0.233
H -2.09867 -0.65328 1.01431 -0.080 -1.087 0.619
H -0.91750 -0.52210 2.39402 -0.068 0.531 -1.102
```
Positions in Å, forces in eV/Å.

Summary:
- E (a.u.) = -345.70726
- relative energy (zero: lowest compared OMol25 entry of this formula, charge and spin) (kJ/mol) = 256.5
- HOMO level (eV) = -9.015
- net charge = 0

(2)
Computed, not measured: one molecule with the formula C5H8O2 at a distorted geometry, with ωB97M-V/def2-TZVPD.

```
15
Properties=species:S:1:pos:R:3:forces:R:3
C -0.09799 -1.30534 -0.70705 -0.167 -0.201 0.277
C -0.20309 -0.45652 0.31294 -0.031 -0.284 -0.234
C 0.72203 -0.41331 1.46256 -0.153 -0.405 0.413
C -1.19940 0.67010 0.23951 -0.107 -0.194 0.097
O -0.79855 1.40603 -0.93833 0.076 0.048 -0.177
C 0.46746 1.09332 -1.38728 0.461 0.459 -0.002
O 1.49212 1.19179 -0.76931 -0.579 0.533 -0.403
H 0.83519 -1.83294 -0.89012 -0.354 -0.364 0.254
H -0.89028 -1.37814 -1.44609 0.192 0.096 -0.103
H 0.10684 -1.02120 2.13817 0.655 0.052 0.763
H 0.86948 0.58123 1.89629 -0.060 -0.220 -0.236
H 1.68598 -0.89732 1.28413 -0.238 -0.014 0.018
H -2.22497 0.31345 0.09540 0.149 0.167 -0.271
H -1.20061 1.30525 1.13822 0.204 -0.094 -0.363
H 0.43580 0.74360 -2.42903 -0.049 0.422 -0.033
```
Positions in Å, forces in eV/Å.

Summary:
- E (a.u.) = -345.72860
- relative energy (zero: lowest compared OMol25 entry of this formula, charge and spin) (kJ/mol) = 200.5
- HOMO level (eV) = -9.431
- net charge = 0

(3)
Computed, not measured: one molecule with the formula C5H8O2, with ωB97M-V/def2-TZVPD.

```
15
Properties=species:S:1:pos:R:3:forces:R:3
C -0.21221 1.43272 -0.30528 0.038 -0.032 -0.166
C -0.23066 0.05896 0.29472 -0.127 -0.112 -0.232
O 1.02962 -0.08973 0.95683 0.195 -0.158 -0.001
C 2.09378 -0.13403 0.11221 0.118 -0.413 -0.055
O 2.14273 -0.69735 -0.94535 -0.109 0.334 0.358
C -0.75168 -1.08729 -0.50576 0.127 -0.150 -0.191
C -1.40661 -0.72842 0.79990 -0.021 0.070 0.200
H -1.07809 1.59677 -0.94730 0.188 0.091 -0.092
H 0.73194 1.40538 -0.87297 -0.668 0.563 -0.381
H -0.12365 2.24646 0.41592 -0.172 -0.176 0.176
H 2.93472 0.44143 0.52195 0.032 -0.226 0.231
H -1.27008 -0.85358 -1.43153 0.094 -0.013 0.144
H -0.11284 -1.95692 -0.55182 -0.150 -0.070 0.053
H -2.40695 -0.29764 0.76786 0.361 0.119 0.036
H -1.24912 -1.40449 1.63468 0.093 0.172 -0.078
```
Positions in Å, forces in eV/Å.

Summary:
- E (a.u.) = -345.75272
- relative energy (zero: lowest compared OMol25 entry of this formula, charge and spin) (kJ/mol) = 137.2
- HOMO level (eV) = -10.286
- net charge = 0

(4)
Computed, not measured: one molecule with the formula C5H8O2, with ωB97M-V/def2-TZVPD.

```
15
Properties=species:S:1:pos:R:3:forces:R:3
C 2.38668 0.26888 -0.47612 -0.439 -0.257 0.073
C 1.25497 -0.12589 -0.34046 0.546 0.240 -0.050
C -0.20319 -0.35348 -0.19014 0.100 -0.003 0.235
C -0.53170 -1.55305 0.69034 0.014 -0.023 0.066
O -0.79974 -0.60048 -1.44969 0.052 0.223 -0.168
C -0.76465 0.94705 0.42077 -0.187 -0.163 0.189
O -0.41449 2.08515 -0.33501 0.169 0.021 0.014
H 3.39824 0.58502 -0.60462 -0.126 -0.107 0.021
H -1.61943 -1.64878 0.77513 0.168 0.058 -0.016
H -0.10094 -1.43507 1.68913 -0.047 -0.014 -0.155
H -0.14204 -2.47079 0.24235 -0.024 0.163 0.036
H -0.67585 0.19984 -1.98077 -0.054 -0.099 0.030
H -0.43239 1.03804 1.46657 -0.058 -0.040 -0.196
H -1.85443 0.87736 0.39244 0.069 -0.008 0.051
H 0.54348 2.19835 -0.24153 -0.183 0.010 -0.130
```
Positions in Å, forces in eV/Å.

Summary:
- E (a.u.) = -345.72250
- relative energy (zero: lowest compared OMol25 entry of this formula, charge and spin) (kJ/mol) = 216.5
- HOMO level (eV) = -10.263
- net charge = 0

(5)
Computed, not measured: one molecule with the formula C5H8O2, with ωB97M-V/def2-TZVPD.

```
15
Properties=species:S:1:pos:R:3:forces:R:3
O 2.23827 0.85202 -0.73634 -0.073 -0.128 0.512
C 2.06366 0.33501 0.34609 0.043 0.136 -0.266
C 0.82038 -0.42778 0.73504 -0.070 0.054 -0.018
C -0.30714 -0.24789 -0.25390 -0.057 -0.003 0.207
O 0.06649 -0.64804 -1.54153 0.145 -0.052 -0.125
C -1.73078 -0.51924 0.10671 -0.073 -0.198 0.024
C -1.29367 0.88135 -0.25378 0.011 0.197 -0.041
H 2.86100 0.38861 1.11538 -0.062 -0.017 -0.073
H 0.54854 -0.17601 1.76710 -0.016 0.041 -0.150
H 1.10097 -1.49244 0.74007 0.027 0.115 0.073
H 0.74474 0.00311 -1.79134 -0.058 -0.288 -0.145
H -1.96135 -0.71812 1.15218 0.117 0.070 -0.200
H -2.33528 -1.08116 -0.59788 0.141 0.102 0.026
H -1.48446 1.17884 -1.27954 -0.239 0.189 0.241
H -1.33137 1.67175 0.49174 0.163 -0.217 -0.065
```
Positions in Å, forces in eV/Å.

Summary:
- E (a.u.) = -345.75110
- relative energy (zero: lowest compared OMol25 entry of this formula, charge and spin) (kJ/mol) = 141.4
- HOMO level (eV) = -9.771
- net charge = 0

(6)
Computed, not measured: one molecule with the formula C5H8O2, with ωB97M-V/def2-TZVPD.

```
15
Properties=species:S:1:pos:R:3:forces:R:3
C 1.06605 -0.61983 -1.18122 0.006 0.058 -0.027
C -0.19861 -0.46093 -0.34480 0.209 0.055 -0.021
O -1.06899 -1.50181 -0.67845 -0.168 -0.011 0.074
C 0.15964 -0.20699 1.16042 0.071 -0.218 0.192
C -0.07719 1.31544 0.98028 0.023 0.155 0.046
C -0.89460 0.90760 -0.23320 -0.373 0.148 -0.198
O -1.97536 1.25116 -0.64375 0.598 -0.193 0.113
H 1.43129 -1.63821 -1.00412 -0.033 0.171 -0.031
H 0.86674 -0.51564 -2.25079 -0.057 0.041 0.154
H 1.85692 0.07800 -0.88666 -0.188 -0.036 -0.044
H -1.96688 -1.14279 -0.65371 0.019 -0.102 -0.051
H -0.58904 -0.66606 1.80993 0.085 0.098 -0.036
H 1.16350 -0.51538 1.46128 -0.159 0.014 -0.046
H -0.60616 1.86109 1.76461 0.045 -0.073 -0.177
H 0.83268 1.85434 0.70017 -0.077 -0.107 0.051
```
Positions in Å, forces in eV/Å.

Summary:
- E (a.u.) = -345.76763
- relative energy (zero: lowest compared OMol25 entry of this formula, charge and spin) (kJ/mol) = 98.0
- HOMO level (eV) = -9.715
- net charge = 0

(7)
Computed, not measured: one molecule with the formula C5H8O2, with ωB97M-V/def2-TZVPD.

```
15
Properties=species:S:1:pos:R:3:forces:R:3
C -1.35079 -0.90349 1.12514 -0.051 0.029 0.034
C 0.02516 -0.29412 1.12119 0.170 0.018 0.246
O 0.68633 -0.20754 2.14030 -0.291 -0.077 -0.352
C 0.69807 0.10730 -0.16783 -0.177 -0.009 0.012
O 2.05829 -0.18261 -0.10708 0.120 0.093 0.098
C 0.30866 1.37462 -0.89914 -0.041 0.189 0.024
C 0.04318 0.02476 -1.50735 -0.059 -0.178 -0.106
H -1.66729 -1.05927 2.15794 0.008 0.065 -0.163
H -2.09381 -0.31117 0.58243 0.150 -0.015 0.051
H -1.27760 -1.87656 0.62201 -0.037 0.163 0.043
H 2.28097 -0.05028 0.83109 0.127 -0.054 -0.191
H 1.16076 1.92820 -1.28535 -0.161 -0.102 0.113
H -0.52474 1.98783 -0.56723 0.080 -0.188 0.008
H -0.99121 -0.30530 -1.56162 0.207 -0.001 0.043
H 0.66909 -0.30160 -2.33155 -0.044 0.067 0.139
```
Positions in Å, forces in eV/Å.

Summary:
- E (a.u.) = -345.76135
- relative energy (zero: lowest compared OMol25 entry of this formula, charge and spin) (kJ/mol) = 114.5
- HOMO level (eV) = -9.665
- net charge = 0

(8)
Computed, not measured: one molecule with the formula C5H8O2 at a distorted geometry, with ωB97M-V/def2-TZVPD.

```
15
Properties=species:S:1:pos:R:3:forces:R:3
C 2.05632 0.81998 -0.81517 0.444 -0.089 -0.171
C 0.86278 -0.07020 -0.88388 0.790 0.115 -0.562
O 0.81740 -1.12730 0.16746 0.012 0.299 0.404
C -0.62953 -0.96598 0.20376 -0.751 0.788 -0.260
C -1.55260 -0.52040 1.32054 -1.030 0.445 -0.088
C -0.28108 0.42910 -0.12842 1.365 0.054 -0.691
O -2.32705 0.41726 0.44809 -1.353 -0.398 1.634
H 2.14194 1.28192 0.17474 -0.046 -0.203 -0.206
H 2.94348 0.23631 -1.04003 0.365 0.173 -0.047
H 1.93516 1.61732 -1.55607 0.086 -0.128 0.042
H 0.65600 -0.50344 -1.86050 0.191 -0.228 -0.183
H -1.12237 -1.67059 -0.48171 0.176 0.307 0.013
H -2.32792 -1.20721 1.62011 0.018 -0.422 0.422
H -0.99033 -0.09200 2.16824 -0.573 0.040 -0.470
H -2.18221 1.35524 0.66284 0.307 -0.753 0.164
```
Positions in Å, forces in eV/Å.

Summary:
- E (a.u.) = -345.55304
- relative energy (zero: lowest compared OMol25 entry of this formula, charge and spin) (kJ/mol) = 661.4
- HOMO level (eV) = -8.457
- net charge = 0

(9)
Computed, not measured: a 2-piece molecular cluster, C5H8O2 overall at a distorted geometry, with ωB97M-V/def2-TZVPD.

```
15
Properties=species:S:1:pos:R:3:forces:R:3
C -2.31149 -0.77349 0.22872 -1.415 -1.839 0.719
O -1.26208 -0.43567 -0.64590 0.179 -0.500 -1.311
C -0.36124 0.42784 -0.22741 -0.380 1.735 1.705
C -0.05904 1.27651 0.72214 0.322 0.436 0.213
C 0.67176 1.43537 -0.59834 -1.919 1.956 -1.480
H -2.80872 0.13912 0.63604 0.388 -0.680 -0.236
H -1.94876 -1.46067 1.06481 -0.266 1.149 -0.838
H -3.09529 -1.44393 -0.34205 1.642 1.631 0.794
H -0.01834 1.73028 1.73230 -0.404 -0.665 -1.066
H 0.24185 2.26228 -1.29599 1.141 -1.042 1.026
H 1.76617 1.35135 -0.70955 -0.354 -0.775 -0.023
C 2.27791 -1.02515 -0.13379 -1.315 -3.126 -1.407
O 1.16631 -1.00332 0.37063 2.874 -0.746 0.042
H 3.24165 -0.82051 0.28631 0.408 1.185 1.223
H 2.49933 -1.66001 -1.08793 -0.900 1.282 0.639
```
Positions in Å, forces in eV/Å.

Summary:
- E (a.u.) = -345.59442
- relative energy (zero: lowest compared OMol25 entry of this formula, charge and spin) (kJ/mol) = 552.8
- HOMO level (eV) = -8.020
- net charge = 0

(10)
Computed, not measured: one molecule with the formula C5H8O2 at a distorted geometry, with ωB97M-V/def2-TZVPD.

```
15
Properties=species:S:1:pos:R:3:forces:R:3
C 0.78230 -1.13944 -0.49265 -0.206 -0.442 0.333
C 0.29847 0.23952 -0.14856 -0.391 -0.224 -0.205
O 0.51330 0.39871 1.25359 -0.236 -0.244 0.263
C -0.24449 -0.47258 1.99123 -0.417 0.530 0.431
O -1.42122 -0.67046 1.85968 0.776 -0.038 -0.022
C -1.01340 0.68538 -0.70691 -0.206 -0.114 0.106
C 0.23841 1.46240 -1.00671 0.310 0.023 0.070
H 0.57015 -1.41961 -1.53334 -0.007 -0.046 0.421
H 0.20998 -1.75592 0.24876 0.391 -0.174 -1.245
H 1.83382 -1.31898 -0.25434 0.028 0.299 -0.216
H 0.37075 -0.95870 2.76691 -0.093 0.243 0.004
H -1.43485 0.05330 -1.48585 0.014 0.206 0.154
H -1.71313 1.06694 0.02441 -0.003 0.135 -0.254
H 0.64759 1.41358 -2.01266 0.015 -0.025 0.232
H 0.36230 2.41584 -0.50358 0.027 -0.129 -0.073
```
Positions in Å, forces in eV/Å.

Summary:
- E (a.u.) = -345.74788
- relative energy (zero: lowest compared OMol25 entry of this formula, charge and spin) (kJ/mol) = 149.8
- HOMO level (eV) = -10.141
- net charge = 0

(11)
Computed, not measured: one molecule with the formula C5H8O2 at a distorted geometry, with ωB97M-V/def2-TZVPD.

```
15
Properties=species:S:1:pos:R:3:forces:R:3
O -1.69930 0.99856 0.58412 -0.536 -0.405 -0.092
C -1.55608 -0.23025 -0.03248 -0.612 -0.267 1.896
C -0.14039 -0.62668 -0.13716 0.485 -0.500 0.302
C 0.83679 -0.31811 1.04211 -0.865 0.493 0.938
C 2.00645 0.09235 0.32689 2.071 -0.280 -1.343
O 3.10887 0.49822 0.40177 0.163 0.293 1.010
C 0.30685 0.23188 -1.31098 -2.559 0.379 -1.425
H -2.62950 1.09117 0.81538 0.060 0.280 -0.013
H -2.34481 -0.96737 0.12346 0.011 0.212 0.086
H -0.82770 0.36472 -1.58988 1.928 0.404 -1.574
H -0.14153 -1.67541 -0.41595 0.315 -0.199 -0.051
H 0.41991 0.56423 1.55362 0.087 -0.122 0.127
H 1.13419 -1.04005 1.81704 -0.499 -0.173 -0.372
H 0.62279 1.25385 -1.07481 0.127 -0.332 0.129
H 0.90345 -0.23711 -2.10316 -0.178 0.216 0.383
```
Positions in Å, forces in eV/Å.

Summary:
- E (a.u.) = -345.60593
- relative energy (zero: lowest compared OMol25 entry of this formula, charge and spin) (kJ/mol) = 522.5
- HOMO level (spin up / spin down) (eV) = -7.439 / -6.447
- net charge = 0

(12)
Computed, not measured: a 2-piece molecular cluster, C5H8O2 overall at a distorted geometry, with ωB97M-V/def2-TZVPD.

```
15
Properties=species:S:1:pos:R:3:forces:R:3
C 0.27700 0.60761 1.49627 -0.681 -0.427 0.173
C -0.32584 0.11189 0.42089 -0.347 -0.132 0.911
C -1.59134 0.54963 -0.30173 -0.193 0.065 -0.013
C -1.67727 -0.89267 -0.82287 -0.404 -0.311 -0.329
O -2.45890 -1.47676 -1.51899 0.339 0.275 0.291
C -0.37384 -1.30685 -0.12450 -0.034 -0.221 0.042
H 1.02449 0.03347 2.04096 -0.122 0.102 -0.135
H 0.06476 1.60325 1.87344 -0.015 -0.170 -0.083
H -2.38426 0.81133 0.40476 -0.100 -0.025 -0.200
H -1.56495 1.31257 -1.08817 0.200 -0.124 0.105
H -0.51344 -2.03843 0.67479 -0.063 -0.156 -0.169
H 0.39946 -1.68284 -0.80580 -0.057 0.259 0.087
O 2.03300 1.65074 0.23303 0.714 0.159 -0.792
H 2.68446 0.99596 0.51200 0.033 0.154 -0.130
H 1.32031 1.11232 -0.16349 0.729 0.552 0.242
```
Positions in Å, forces in eV/Å.

Summary:
- E (a.u.) = -345.71692
- relative energy (zero: lowest compared OMol25 entry of this formula, charge and spin) (kJ/mol) = 231.1
- HOMO level (eV) = -9.505
- net charge = 0